# 1
36
Properties=species:S:1:pos:R:3:forces:R:3:mulliken_charge:R:1 method="wB97M-V/def2-TZVPD" mol_weight_g_mol=222.23 de_lowest_kcal_mol=11.7 largest_force_ev_per_a=2.3 smiles=OCCO.OCCO.OCCO.O.O e_tot_ev=-22957.3883 lumo_energy_ev=0.4
O 13.8867 7.1916 -34.3445 1.2 -1.9 -0.3 -0.46
C 13.4728 8.3334 -33.6762 0.3 1.4 0.2 -0.40
C 14.4404 8.6215 -32.4634 -1.6 -1.3 -1.1 -0.25
O 14.1680 7.6753 -31.4624 -0.3 0.7 0.8 -0.62
H 13.5431 7.0870 -35.2347 -0.3 0.4 0.1 0.26
H 13.4966 9.1373 -34.4119 0.0 0.6 0.2 0.30
H 12.4420 8.1980 -33.3488 0.0 0.2 0.5 0.32
H 14.2026 9.6010 -32.0485 0.2 0.1 -0.1 0.30
H 15.4717 8.5362 -32.8057 0.1 0.3 -0.1 0.19
H 14.5734 6.8298 -31.6680 0.3 -0.4 -0.4 0.46
O 14.6770 11.1647 -35.3755 -1.5 -0.5 -0.9 -0.54
C 15.9339 11.4754 -34.8802 0.6 -0.1 0.9 -0.36
C 16.9326 10.5357 -35.5481 0.7 1.8 -1.0 -0.64
O 16.7759 9.2377 -35.0706 -0.1 -0.2 0.4 -0.61
H 14.0336 11.5176 -34.7565 -0.2 -0.1 -0.1 0.33
H 16.0634 12.5567 -34.9262 0.8 0.0 -0.5 0.41
H 15.8887 11.2246 -33.8204 0.7 0.0 0.4 0.24
H 17.9578 10.9012 -35.4890 0.1 -0.3 0.9 0.43
H 16.8323 10.5363 -36.6335 -0.7 0.1 -0.3 0.30
H 15.8293 9.1071 -35.1620 -0.4 -0.6 0.1 0.21
O 15.4316 5.4259 -32.3960 0.7 1.3 -0.6 -0.32
C 15.1230 4.1689 -31.9402 -1.2 -1.5 1.2 -0.34
C 14.3786 3.4271 -33.0314 1.1 0.0 0.4 -0.47
O 13.3083 4.1993 -33.4684 -0.8 -0.2 -0.2 -0.57
H 16.3718 5.5251 -32.2291 0.7 0.7 -0.2 0.17
H 16.0095 3.6538 -31.5703 0.1 -0.3 -0.2 0.45
H 14.4452 4.2834 -31.0942 -0.2 -0.2 0.3 0.21
H 14.0286 2.4578 -32.6764 -0.1 0.0 -0.1 0.37
H 15.1206 3.2867 -33.8174 0.0 -0.3 -0.5 0.22
H 13.6063 5.1115 -33.4967 0.1 0.5 -0.2 0.32
O 17.3936 6.5896 -34.7507 0.4 -0.7 0.1 -0.63
H 16.5415 6.2339 -35.0030 -0.3 -0.2 0.1 0.23
H 17.2739 7.5390 -34.7746 0.1 0.6 -0.1 0.58
O 18.2898 5.8322 -32.0846 -0.2 -0.4 0.6 -0.70
H 18.3474 5.7996 -33.0395 -0.1 0.2 -0.7 0.30
H 18.4891 6.7418 -31.8630 0.0 0.2 0.1 0.31

# 2
61
Properties=species:S:1:pos:R:3:forces:R:3:mulliken_charge:R:1 method="wB97M-V/def2-TZVPD" mol_weight_g_mol=712.51 total_charge=-1 de_lowest_kcal_mol=0.0 largest_force_ev_per_a=3.9 e_tot_ev=-112670.8421 lumo_energy_ev=2.1
Pb -1.7467 -0.8429 0.3662 -3.7 0.8 0.9 1.18
O -4.0723 -1.0250 0.0595 1.1 -0.5 -0.1 -0.83
H -4.5164 -1.0651 -0.7946 0.3 0.0 -0.1 0.14
O -2.9651 0.0426 2.2431 1.0 -0.3 -0.1 -0.84
H -2.6198 0.1578 3.1384 -0.2 -0.1 0.1 0.10
As -2.8203 2.3020 -2.4769 0.3 0.3 0.6 2.08
F -1.7567 3.4576 -1.6927 0.0 0.0 -0.2 -0.50
F -3.1959 3.4485 -3.7177 0.1 0.1 -0.1 -0.52
F -3.8074 1.1190 -3.2688 -0.1 -0.1 0.1 -0.51
F -2.4225 1.1615 -1.2047 0.0 0.1 -0.4 -0.51
F -4.1260 2.8702 -1.5118 -0.2 0.0 -0.2 -0.49
F -1.4415 1.7295 -3.3894 0.0 0.0 -0.1 -0.47
C 0.7053 -4.7932 -0.4439 0.0 0.6 -0.2 -1.75
C -0.1519 -3.5416 -0.6186 -0.3 -0.1 1.1 1.19
C -0.9424 -3.4802 -1.9203 0.4 -0.4 0.2 -0.83
O -1.6257 -2.2640 -1.9194 -0.4 -0.4 -0.4 0.15
C -1.9920 -1.7467 -3.1845 0.9 0.2 -0.7 -0.86
N -1.1175 -3.4406 0.5277 0.5 -0.7 -0.8 -0.50
H 1.2332 -4.7686 0.5122 -0.1 0.1 0.1 0.41
H 1.4839 -4.8049 -1.2102 -0.2 -0.5 -0.2 0.40
H 0.0413 -5.6587 -0.4137 0.3 -0.3 -0.4 0.39
H 0.4803 -2.6509 -0.5683 0.0 0.0 -0.1 -0.50
H -1.6366 -4.3327 -2.0016 -0.1 0.0 0.2 0.33
H -0.2492 -3.6249 -2.7616 0.0 0.5 -0.1 0.45
H -2.6774 -0.9134 -3.0697 -0.1 -0.1 0.3 0.05
H -2.4010 -2.4854 -3.8832 -0.3 -0.2 0.4 0.35
H -1.0715 -1.3788 -3.6596 -0.1 0.2 -0.1 0.35
H -0.6206 -3.7137 1.3697 -0.2 0.0 0.1 0.24
H -1.8302 -4.1440 0.3464 -0.2 0.1 0.3 0.26
C -0.6121 2.6180 1.4718 0.1 0.4 -0.5 -0.94
C 0.3744 1.7904 2.2736 -0.3 -0.6 -0.5 0.79
C 0.4181 2.2058 3.7442 -0.1 0.0 0.0 -0.93
O 0.5755 3.5976 3.9209 0.3 0.3 0.1 -0.37
C 1.9370 4.0030 3.9798 -0.7 -0.1 -0.6 -0.69
N -0.0700 0.3659 2.1899 1.0 1.0 1.3 -0.15
H -0.6449 2.3184 0.4219 0.0 -0.4 0.1 -0.13
H -0.3012 3.6640 1.4197 -0.1 0.0 0.4 0.37
H -1.6309 2.5305 1.8534 0.0 0.0 0.1 0.38
H 1.3518 1.8676 1.7805 0.1 0.0 0.3 0.02
H 1.1772 1.6277 4.2948 0.2 0.2 -0.1 0.43
H -0.5284 1.9288 4.2186 -0.1 0.2 -0.2 0.42
H 2.5124 3.3712 3.2962 0.4 -0.2 0.6 0.30
H 2.2227 4.0070 5.0326 0.6 -0.2 -0.1 0.25
H 2.0602 4.9989 3.5489 -0.4 0.2 0.3 0.26
H -0.9464 0.3996 2.7191 -0.3 -0.5 -0.6 -0.06
H 0.5528 -0.1889 2.7815 0.1 -0.1 -0.2 0.12
C 4.1457 -1.8897 -0.2050 0.1 0.0 -1.3 -1.22
C 3.5600 -0.4971 -0.3944 0.5 -0.2 1.4 -0.26
O 2.1503 -0.6551 -0.5179 -0.3 -0.3 -0.6 -0.12
C 1.3836 0.3383 -1.0014 0.0 0.5 0.6 0.18
O 0.2015 0.2284 -1.1463 0.6 -0.1 -0.6 0.17
O 2.0908 1.4488 -1.1964 0.2 -0.1 -0.3 -0.46
C 1.3920 2.5298 -1.8599 0.5 0.2 -0.2 -0.67
H 5.1854 -1.8734 0.1196 -0.1 0.2 0.3 0.41
H 4.1813 -2.3193 -1.2118 -0.1 -0.4 0.2 0.31
H 3.5430 -2.5348 0.4284 0.0 0.1 0.2 0.24
H 4.0361 0.0020 -1.2344 -0.3 0.1 -0.2 0.36
H 3.7439 0.0949 0.5076 0.0 0.2 -0.1 0.24
H 0.9935 3.1995 -1.1045 -0.4 -0.1 -0.1 0.24
H 0.6493 2.1511 -2.5552 -0.3 0.0 0.3 0.27
H 2.1578 3.0579 -2.4277 0.1 0.0 0.1 0.28

# 3
17
Properties=species:S:1:pos:R:3:forces:R:3:mulliken_charge:R:1 method="wB97M-V/def2-TZVPD" mol_weight_g_mol=93.13 de_lowest_kcal_mol=9.7 largest_force_ev_per_a=1.7 smiles=C[C@@H](O)CN.O e_tot_ev=-8874.0691 lumo_energy_ev=0.6
C -1.3362 -0.1108 -0.9828 -0.5 0.2 -0.9 -1.25
C -0.6905 0.7451 0.0978 -0.1 -1.6 0.5 0.28
O -0.7545 0.1099 1.3854 -0.3 0.3 0.5 -0.54
C 0.7817 0.9291 -0.2701 -0.2 0.7 -0.9 -0.48
N 1.6099 1.7459 0.5979 -0.3 -0.9 0.8 -0.62
H -1.2763 0.4427 -1.9275 0.0 -0.1 0.0 0.38
H -2.3941 -0.3512 -0.8673 0.0 0.3 0.5 0.34
H -0.8678 -1.0761 -1.1908 0.5 0.1 0.3 0.22
H -1.3054 1.6208 0.2887 0.4 0.5 -0.4 0.24
H -0.5564 -0.8308 1.3736 0.3 0.0 -0.3 0.33
H 0.8745 1.3179 -1.2898 -0.1 0.0 0.0 0.37
H 1.1442 -0.1005 -0.3315 0.4 0.1 0.2 0.25
H 1.2675 1.5692 1.5410 0.4 0.2 0.0 0.25
H 1.5629 2.7377 0.4381 -0.3 0.1 -0.3 0.24
O 0.8075 -2.6178 0.6272 -0.6 0.0 -0.4 -0.63
H 1.1190 -3.4990 0.4338 0.7 -0.5 0.3 0.29
H 0.0140 -2.6321 0.0762 -0.1 0.4 0.1 0.31

# 4
22
Properties=species:S:1:pos:R:3:forces:R:3:mulliken_charge:R:1 method="wB97M-V/def2-TZVPD" mol_weight_g_mol=369.86 total_charge=-1 largest_force_ev_per_a=1.5 e_tot_ev=-222550.8946 lumo_energy_ev=2.8
C -1.3851 1.2857 -2.8758 -0.1 0.0 0.2 -0.86
N -0.0915 1.6335 -2.3120 0.0 0.0 -0.2 -0.33
C 0.5389 0.5360 -1.5778 -0.1 -0.1 0.0 -0.79
N -0.0032 0.1786 -0.2895 -0.1 0.3 0.0 -0.10
C 0.2752 1.1617 0.7593 0.1 -0.2 -0.3 -0.58
C -0.7119 1.0983 1.9313 0.5 -0.2 -0.1 0.55
O -0.9511 2.1560 2.5072 -0.2 0.5 0.3 -0.71
O -1.1405 -0.0543 2.2192 -0.9 0.3 0.1 -0.79
H -1.7066 2.0512 -3.5784 0.0 0.1 -0.1 0.33
H -1.2981 0.3462 -3.4187 0.0 -0.1 -0.1 0.30
H -2.1836 1.1579 -2.1357 -0.1 0.0 0.1 0.29
H -0.2110 2.4279 -1.6964 0.1 0.1 0.0 0.27
H 0.4876 -0.3382 -2.2309 0.0 0.0 -0.1 0.39
H 1.5959 0.7717 -1.4555 0.1 0.1 0.1 0.31
H -1.0057 0.0488 -0.3527 0.0 -0.2 0.1 0.24
H 0.2779 2.1922 0.3992 0.0 0.2 0.0 0.32
H 1.2671 0.9442 1.1646 0.1 0.1 0.0 0.22
C 1.3414 -3.4642 2.7161 -0.4 0.5 0.0 -0.40
Br 2.0895 -4.0862 1.0371 0.0 0.0 0.0 -0.11
Br 0.1668 -1.8767 2.4641 0.9 -1.2 0.1 0.25
Br 0.4469 -4.9300 3.6293 0.0 0.0 0.0 -0.13
H 2.1883 -3.2099 3.3368 0.0 0.0 0.0 0.31

# 5
6
Properties=species:S:1:pos:R:3:forces:R:3:mulliken_charge:R:1 method="wB97M-V/def2-TZVPD" mol_weight_g_mol=63.10 total_charge=-1 de_lowest_kcal_mol=1.2 largest_force_ev_per_a=1.5 e_tot_ev=-13968.5835 lumo_energy_ev=4.2
S -1.4210 -0.5751 -0.9480 0.7 -0.9 1.0 -0.85
H -2.0122 0.1621 -1.8317 -0.6 0.8 -1.0 -0.08
O 1.8429 0.9559 1.5665 -0.1 0.1 0.5 -0.48
C 1.3049 0.2451 0.7536 0.7 0.3 -0.4 -0.03
H 1.0265 -0.7913 0.9762 -0.3 -0.1 0.0 0.22
H 1.1820 0.5937 -0.2763 -0.4 -0.2 -0.1 0.23

# 6
8
Properties=species:S:1:pos:R:3:forces:R:3:mulliken_charge:R:1 method="wB97M-V/def2-TZVPD" mol_weight_g_mol=64.04 de_lowest_kcal_mol=131.2 largest_force_ev_per_a=4.7 e_tot_ev=-7238.9607 lumo_energy_ev=0.8
C 0.4976 0.1642 -0.3376 1.4 -1.8 -4.1 -0.10
O 1.6054 0.3317 0.4629 0.7 -1.9 1.3 -0.50
O -1.7441 -0.2744 0.0110 -0.3 -0.5 -0.9 -0.31
O -0.5257 0.2737 0.5315 -2.2 0.2 1.4 -0.15
H 0.5816 0.9528 -1.2126 -0.4 -1.4 1.9 0.22
H 0.4137 -1.1674 -1.1965 0.2 3.3 2.6 0.18
H 1.6705 -0.3712 1.2203 -0.6 1.8 -2.3 0.35
H -2.4990 0.0906 0.5211 1.2 0.3 0.1 0.32

# 7
25
Properties=species:S:1:pos:R:3:forces:R:3:mulliken_charge:R:1 method="wB97M-V/def2-TZVPD" mol_weight_g_mol=293.86 total_charge=+2 de_lowest_kcal_mol=0.0 largest_force_ev_per_a=5.8 e_tot_ev=-29440.2372 lumo_energy_ev=-10.0
Cl 0.1773 2.9166 -0.5960 0.0 -3.0 0.8 -0.27
C -1.8373 -0.6727 -1.3637 0.4 -0.3 -0.4 -0.63
C -0.9795 -1.7921 -1.0735 0.2 0.5 -1.4 -0.69
C 0.2870 -1.5437 -1.7416 -0.9 -0.3 -0.1 -0.30
H -1.2883 -2.7211 -0.5948 0.1 0.3 0.0 0.59
C 0.2075 -0.2861 -2.4219 -0.9 -0.5 -0.1 0.71
C -1.1028 0.2605 -2.1677 0.2 -0.9 -0.2 -0.45
H -1.4711 1.1875 -2.6018 0.1 -0.1 0.3 0.47
H -2.8892 -0.5783 -1.0754 0.5 0.0 0.0 0.58
H 1.1352 -2.2344 -1.8105 -0.3 0.3 0.2 0.42
C 1.2402 0.3026 -3.3187 0.3 0.3 0.1 -1.35
Zr 0.0250 0.0834 -0.0429 0.0 3.1 0.5 1.12
C 2.3071 0.6915 0.1146 5.5 1.7 0.5 0.31
O 3.3945 1.0452 0.2697 -4.7 -1.5 -0.7 -0.02
C -1.4852 1.2185 1.4513 -3.2 2.7 3.5 0.26
O -2.1140 1.8084 2.2177 2.7 -2.5 -3.3 0.00
H 2.2467 0.0924 -2.9558 0.0 0.0 -0.1 0.33
H 1.1225 1.3837 -3.3938 0.0 0.0 0.0 0.37
H 1.1622 -0.1188 -4.3267 -0.1 0.0 0.2 0.36
C 0.5047 -1.5705 2.8521 0.1 0.2 1.0 -0.67
O 0.2805 -1.5321 1.4193 -0.1 -0.4 -1.2 -0.39
H -0.4385 -1.3389 3.3558 0.2 -0.2 -0.1 0.32
H 1.2412 -0.7988 3.0824 0.0 -0.2 0.1 0.30
H 0.8765 -2.5636 3.1277 -0.1 0.4 0.0 0.34
H 0.1940 -2.4375 1.0578 0.0 0.5 0.4 0.30

# 8
129
Properties=species:S:1:pos:R:3:forces:R:3:mulliken_charge:R:1 method="wB97M-V/def2-TZVPD" mol_weight_g_mol=863.93 total_charge=+1 s_squared=0.791 multiplicity=2 de_lowest_kcal_mol=5.3 largest_force_ev_per_a=0.3 e_tot_ev=-105281.3094 lumo_energy_ev="-3.3 / -4.6"
Ti -0.5862 -0.1510 -0.2847 0.2 -0.1 0.0 -1.01
C 5.7365 4.1598 -1.6131 0.0 0.0 0.0 -2.21
C 5.3837 2.9924 -0.6876 0.0 0.0 0.0 1.89
C 6.4020 1.8631 -0.9056 0.0 0.0 0.0 -1.45
C 5.4810 3.4854 0.7626 0.0 0.0 0.0 -1.53
C 3.9874 2.4397 -0.9713 -0.1 0.0 -0.1 -0.08
C 3.3892 1.5750 -0.0840 0.0 0.0 0.1 -0.46
C 2.1205 1.0531 -0.3692 -0.2 -0.1 0.2 -0.43
N 1.3732 0.2144 0.3999 0.0 -0.1 0.1 0.94
C 1.7245 -0.5357 1.4919 -0.2 0.1 -0.2 -0.51
C 3.0060 -0.8622 1.9435 0.1 0.1 -0.1 -0.87
C 3.1597 -1.7183 3.0130 -0.1 0.0 0.0 -0.04
C 2.0000 -2.2281 3.6108 0.1 0.1 0.1 -0.60
C 0.6960 -1.9554 3.1949 -0.2 -0.1 0.1 -0.50
C 0.5707 -1.1183 2.0929 0.1 0.1 -0.1 -0.03
O -0.5790 -0.8256 1.4512 0.0 0.0 -0.1 0.35
C -0.4651 -2.6934 3.8780 0.0 0.0 0.0 2.22
C -1.8117 -1.9726 3.7506 0.0 0.0 0.0 -1.16
C -0.5780 -4.0782 3.2254 0.0 0.0 0.0 -1.53
C -0.1947 -2.8496 5.3813 0.0 0.0 0.0 -2.02
C 4.5646 -2.1145 3.4688 0.0 0.0 0.0 1.97
C 5.3774 -0.8502 3.7789 0.0 0.0 0.0 -1.46
C 4.5415 -2.9922 4.7213 0.0 0.0 0.0 -2.20
C 5.2496 -2.8971 2.3381 0.0 0.0 0.0 -1.57
C 1.3980 1.4564 -1.5312 0.1 0.0 0.1 0.11
O 0.1311 1.0038 -1.5698 0.2 0.1 0.0 0.33
C 2.0133 2.2749 -2.4773 -0.1 0.1 -0.2 -0.27
C 3.2873 2.7424 -2.1507 0.1 0.0 0.1 -0.25
C 1.3837 2.7586 -3.7931 0.0 0.0 0.1 2.40
C 2.4317 2.7653 -4.9158 0.0 0.0 0.0 -1.89
C 0.2345 1.8675 -4.2719 0.0 0.0 0.0 -1.57
C 0.8542 4.1845 -3.5814 0.0 0.0 0.0 -1.48
H 6.7045 4.5685 -1.3210 0.0 0.0 0.0 0.46
H 4.9985 4.9621 -1.5452 0.0 0.0 0.0 0.42
H 5.8192 3.8474 -2.6553 0.0 0.0 0.0 0.36
H 7.4143 2.2235 -0.7118 0.0 0.0 0.0 0.45
H 6.3596 1.4944 -1.9325 0.0 0.0 0.0 0.32
H 6.2053 1.0227 -0.2362 0.0 0.0 0.0 0.20
H 6.4672 3.9178 0.9373 0.0 0.0 0.0 0.46
H 5.3490 2.6794 1.4858 0.0 0.0 0.0 0.21
H 4.7310 4.2531 0.9642 0.0 0.0 0.0 0.37
H 3.8659 1.3374 0.8536 0.0 0.0 0.0 0.70
H 3.8705 -0.4997 1.4093 0.0 0.0 0.0 0.86
H 2.1215 -2.9082 4.4396 0.0 0.0 0.0 0.36
H -2.1663 -1.9484 2.7233 0.0 0.0 0.0 -0.45
H -1.7455 -0.9479 4.1221 0.0 0.0 0.0 0.42
H -2.5518 -2.5010 4.3544 0.0 0.0 0.0 0.55
H -0.7575 -3.9828 2.1517 0.0 0.0 0.0 0.14
H -1.4021 -4.6393 3.6721 0.0 0.0 0.0 0.44
H 0.3399 -4.6537 3.3607 0.0 0.0 0.0 0.30
H -0.0508 -1.8762 5.8547 0.0 0.0 0.0 0.43
H 0.6768 -3.4667 5.5977 0.0 0.0 0.0 0.40
H -1.0519 -3.3330 5.8519 0.0 0.0 0.0 0.49
H 4.9034 -0.2678 4.5714 0.0 0.0 0.0 0.36
H 5.4826 -0.2089 2.9017 0.0 0.0 0.0 0.17
H 6.3810 -1.1250 4.1087 0.0 0.0 0.0 0.48
H 4.0492 -2.4885 5.5560 0.0 0.0 0.0 0.40
H 5.5659 -3.2138 5.0230 0.0 0.0 0.0 0.44
H 4.0398 -3.9448 4.5413 0.0 0.0 0.0 0.42
H 5.3310 -2.2965 1.4299 0.0 0.0 0.0 0.26
H 4.6855 -3.8002 2.0977 0.0 0.0 0.0 0.36
H 6.2571 -3.1903 2.6394 0.0 0.0 0.0 0.45
H 3.7568 3.4126 -2.8541 0.0 0.0 0.0 0.38
H 2.8615 1.7704 -5.0503 0.0 0.0 0.0 0.41
H 3.2457 3.4674 -4.7409 0.0 0.0 0.0 0.38
H 1.9509 3.0581 -5.8506 0.0 0.0 0.0 0.49
H 0.5614 0.8296 -4.3742 0.0 0.0 0.0 0.27
H -0.1042 2.2161 -5.2496 0.0 0.0 0.0 0.59
H -0.6076 1.8965 -3.5866 0.0 0.0 0.0 -0.09
H 1.6525 4.8640 -3.2771 0.0 0.0 0.0 0.33
H 0.0857 4.1972 -2.8042 0.0 0.0 0.0 0.11
H 0.4129 4.5652 -4.5050 0.0 0.0 0.0 0.46
C -2.6855 2.7844 -1.4685 0.1 -0.2 -0.1 -1.60
P -2.6337 1.4607 -0.2255 -0.2 0.2 0.2 1.87
C -4.2177 0.5776 -0.4670 0.0 0.0 0.1 -0.86
N -5.3430 1.2356 -0.3292 0.0 0.1 0.0 -0.17
C -6.4908 0.5205 -0.3609 0.0 0.0 0.0 0.21
C -7.7368 1.1827 -0.2256 0.1 0.0 0.0 -0.56
C -8.8849 0.4521 -0.2072 0.0 -0.1 0.0 -0.56
C -8.8494 -0.9644 -0.3186 0.0 0.1 0.0 -0.55
C -7.6681 -1.6254 -0.4574 0.1 0.0 0.0 -0.57
C -6.4567 -0.8900 -0.4923 0.0 0.0 0.0 0.24
N -5.2859 -1.5383 -0.6841 0.0 -0.1 0.0 -0.23
C -4.1894 -0.8222 -0.7068 0.1 0.0 0.0 -0.17
P -2.5908 -1.6453 -1.1325 -0.2 0.1 -0.1 1.84
C -2.7915 -3.2693 -0.3591 0.1 0.0 0.1 -1.72
C -2.7300 -1.9058 -2.9838 0.1 0.0 0.1 2.26
C -2.2224 -0.6236 -3.6446 0.0 0.0 0.0 -1.82
C -4.1619 -2.1970 -3.4250 0.0 0.0 -0.1 -1.91
C -1.8367 -3.0891 -3.3674 0.0 0.0 0.0 -1.77
C -2.7450 2.3135 1.4303 0.0 -0.1 -0.1 1.99
C -3.2727 1.3001 2.4486 0.0 0.0 0.0 -2.19
C -1.3047 2.7127 1.7821 -0.1 0.0 0.0 -1.81
C -3.6377 3.5519 1.3908 0.0 0.0 0.0 -1.76
H -3.6284 3.3230 -1.4010 0.0 0.0 0.0 0.49
H -2.5872 2.3332 -2.4554 0.0 0.1 0.0 0.41
H -1.8457 3.4634 -1.3206 0.0 0.0 0.0 0.32
H -7.7378 2.2605 -0.1326 0.0 0.0 0.0 0.48
H -9.8397 0.9500 -0.1030 0.0 0.0 0.0 0.42
H -9.7784 -1.5185 -0.2950 0.0 0.0 0.0 0.42
H -7.6185 -2.7019 -0.5513 0.0 0.0 0.0 0.48
H -3.6639 -3.7707 -0.7743 0.0 0.0 0.0 0.47
H -2.9369 -3.1211 0.7112 0.0 0.0 0.0 0.35
H -1.8845 -3.8527 -0.5041 0.0 0.0 0.0 0.45
H -2.8188 0.2427 -3.3418 0.0 0.0 0.0 0.19
H -2.3022 -0.7107 -4.7309 0.0 0.0 0.0 0.77
H -1.1784 -0.4333 -3.3945 0.0 0.0 0.0 -0.03
H -4.8130 -1.3306 -3.3082 0.0 0.0 0.0 0.38
H -4.6049 -3.0318 -2.8813 0.0 0.0 0.0 0.27
H -4.1414 -2.4577 -4.4862 0.0 0.0 0.0 0.54
H -0.8070 -2.9508 -3.0469 0.0 0.0 0.0 0.18
H -1.8343 -3.1812 -4.4560 0.0 0.0 0.0 0.57
H -2.2092 -4.0273 -2.9539 0.0 0.0 0.0 0.38
H -2.7161 0.3618 2.4134 0.0 0.0 0.0 0.34
H -4.3302 1.0902 2.2858 0.0 0.0 0.0 0.30
H -3.1645 1.7147 3.4538 0.0 0.0 0.0 0.61
H -0.6698 1.8370 1.9337 0.0 0.0 0.0 0.05
H -1.3085 3.2886 2.7101 0.0 0.0 0.0 0.60
H -0.8566 3.3411 1.0072 0.0 0.0 0.0 0.36
H -4.6456 3.3092 1.0572 0.0 0.0 0.0 0.29
H -3.2290 4.3281 0.7425 0.0 0.0 0.0 0.36
H -3.6984 3.9657 2.4005 0.0 0.0 0.0 0.52
C 2.0123 -2.7730 -2.5187 0.0 0.0 0.0 -0.90
O 1.1203 -1.7075 -2.1373 0.0 0.0 0.1 0.10
C 0.3625 -1.9512 -1.0376 0.0 0.1 -0.1 0.88
O 0.3963 -3.0172 -0.4724 0.0 0.0 0.0 -0.66
H 1.4520 -3.6736 -2.7667 0.0 0.0 0.0 0.28
H 2.6987 -2.9993 -1.7050 0.0 0.0 0.0 0.28
H 2.5514 -2.4050 -3.3862 0.0 0.0 0.0 0.24